--- a ---
The following is a quantum chemistry calculation of a 14-piece molecular cluster, C6H39NO14 overall, from OMol25.

CARTESIAN COORDINATES (ANGSTROEM)
O  1.602  0.164  2.356
C  0.577  -0.289  1.844
C  -0.214  0.601  0.884
C  -1.519  0.019  0.279
C  -1.429  -0.334  -1.259
C  -2.471  0.305  -2.073
C  -3.776  -0.391  -1.799
N  0.698  1.291  -0.025
H  0.377  -1.267  1.794
H  -0.610  1.512  1.573
H  -1.793  -0.997  0.616
H  -2.256  0.754  0.615
H  -0.428  -0.229  -1.794
H  -1.679  -1.367  -1.338
H  -2.193  -0.178  -3.060
H  -2.520  1.421  -2.068
H  -4.187  -0.153  -0.878
H  -3.652  -1.390  -1.925
H  -4.559  -0.057  -2.444
H  0.995  0.727  -0.827
H  1.339  1.887  0.397
H  1.781  -2.774  0.289
H  1.476  -1.808  -0.644
O  1.062  -2.224  0.065
H  -3.175  3.102  0.424
H  -2.052  3.561  1.282
O  -2.204  3.009  0.348
H  2.079  -2.649  -3.559
H  2.547  -1.367  -3.090
O  2.673  -2.320  -2.838
H  -3.747  1.605  2.705
H  -2.448  2.256  3.101
O  -3.327  2.379  2.687
H  2.790  -1.871  2.725
H  3.940  -2.235  1.792
O  3.548  -2.423  2.659
H  3.231  -0.281  -2.317
H  2.334  0.896  -2.109
O  2.982  0.332  -1.623
H  -1.059  -4.111  1.151
H  -0.380  -2.770  1.021
O  -0.932  -3.254  1.624
H  1.446  0.903  -3.551
H  0.933  -0.368  -4.198
O  1.490  -0.073  -3.504
H  -0.708  2.673  -1.052
H  -1.605  3.355  -1.905
O  -0.583  3.397  -1.675
H  3.625  -1.549  -0.773
H  3.732  -2.956  -1.270
O  3.771  -2.434  -0.505
H  -2.439  -2.182  2.687
H  -3.670  -2.077  3.364
O  -2.963  -1.564  3.027
H  -0.226  1.738  3.710
H  -1.533  0.631  3.711
O  -1.169  1.587  3.794
H  0.736  2.967  -2.647
H  2.085  3.231  -3.461
O  1.497  2.537  -3.308

Values from the calculation:
Lowest unoccupied orbital energy = -0.00052 Ha
Net charge = 0

=====

--- b ---
The following is a quantum chemistry calculation of a 14-piece molecular cluster, C6H39NO14 overall, from OMol25.

CARTESIAN COORDINATES (ANGSTROEM)
O  1.634  0.184  -0.592
C  0.870  1.138  -0.836
N  -0.464  1.030  -0.754
C  -1.121  -0.231  -0.473
C  -1.685  -0.868  -1.728
C  1.419  2.470  -1.272
C  1.376  3.533  1.032
C  0.935  3.639  -0.421
H  -1.034  1.799  -1.096
H  -1.914  -0.047  0.247
H  -0.451  -0.932  0.011
H  -2.393  -0.222  -2.263
H  -2.126  -1.838  -1.540
H  -0.892  -0.986  -2.492
H  1.171  2.664  -2.317
H  2.510  2.455  -1.208
H  1.043  4.380  1.633
H  2.461  3.494  1.135
H  1.028  2.620  1.511
H  1.269  4.598  -0.837
H  -0.160  3.750  -0.496
H  -2.398  -0.692  3.711
H  -3.290  -1.807  3.172
O  -2.512  -1.669  3.750
H  0.795  0.036  4.489
H  0.412  -0.919  3.300
O  0.624  0.017  3.533
H  1.555  -2.413  2.349
H  2.865  -1.563  2.181
O  2.489  -2.468  2.075
H  -0.367  -3.439  1.276
H  0.355  -3.574  -0.123
O  -0.383  -3.929  0.421
H  2.766  0.375  1.296
H  2.248  0.309  2.749
O  3.052  0.176  2.203
H  1.178  -1.433  -5.130
H  1.583  -0.928  -3.728
O  0.847  -0.896  -4.404
H  2.173  -2.715  0.274
H  1.511  -1.611  -0.581
O  1.746  -2.575  -0.621
H  2.665  -1.878  -2.133
H  2.745  -0.344  -2.069
O  2.883  -1.090  -2.685
H  -2.328  1.788  3.562
H  -1.204  0.833  3.114
O  -2.177  0.941  3.161
H  -3.825  -0.073  1.922
H  -4.313  -1.219  0.970
O  -4.339  -0.884  1.876
H  -3.520  1.945  -3.822
H  -1.966  1.819  -3.983
O  -2.680  2.152  -3.393
H  -0.255  0.365  -4.683
H  -0.392  1.574  -5.731
O  -0.818  1.114  -4.998
H  0.016  -3.248  3.488
H  -1.091  -2.195  3.086
O  -0.128  -2.512  2.881

Values from the calculation:
Lowest unoccupied orbital energy = -0.00662 Ha
Net charge = 0

=====

Verdict on stability: a comes out at the bottom.

=====

--- a ---
The following is a quantum chemistry calculation of one molecule with the formula C19H27N5O4S, from OMol25.

CARTESIAN COORDINATES (ANGSTROEM)
C  -3.911  1.904  -3.391
C  -4.631  0.560  -3.279
C  -5.021  0.231  -1.874
C  -6.288  0.231  -1.278
N  -6.279  -0.091  0.016
N  -4.985  -0.308  0.278
C  -4.464  -0.664  1.476
C  -3.122  -0.834  1.558
C  -2.338  -0.649  0.379
C  -0.846  -0.911  0.422
O  -0.365  -1.759  -0.308
N  -0.123  -0.212  1.332
C  -0.578  1.017  1.962
C  1.312  -0.488  1.479
C  2.121  0.024  0.294
C  1.579  -1.969  1.778
N  2.859  -2.131  2.449
C  3.009  -1.760  3.739
O  2.074  -1.441  4.450
C  4.454  -1.765  4.258
C  5.218  -3.030  3.872
C  4.519  -1.499  5.764
C  5.832  -0.765  6.057
C  5.889  0.399  5.076
S  5.286  -0.285  3.534
O  6.398  -0.725  2.729
O  4.301  0.596  2.956
N  -2.836  -0.307  -0.773
C  -4.175  -0.126  -0.837
H  -3.636  2.117  -4.425
H  -4.548  2.715  -3.034
H  -3.001  1.898  -2.791
H  -5.527  0.562  -3.903
H  -3.981  -0.229  -3.666
H  -7.233  0.455  -1.750
H  -5.168  -0.785  2.286
H  -2.658  -1.117  2.490
H  -1.584  1.271  1.644
H  -0.560  0.920  3.050
H  0.081  1.841  1.679
H  1.614  0.060  2.373
H  3.187  -0.090  0.495
H  1.856  -0.518  -0.613
H  1.938  1.088  0.134
H  0.800  -2.355  2.433
H  1.586  -2.558  0.866
H  3.679  -2.274  1.885
H  4.652  -3.900  4.203
H  5.392  -3.108  2.800
H  6.197  -3.045  4.350
H  3.666  -0.882  6.048
H  4.443  -2.438  6.312
H  5.866  -0.409  7.086
H  6.691  -1.421  5.908
H  5.200  1.198  5.349
H  6.882  0.801  4.888

Values from the calculation:
Lowest unoccupied orbital energy = 0.01152 Ha
Net charge = 0
SMILES string = CCc1cnn2ccc(C(=O)N(C)[C@H](C)CNC(=O)[C@]3(C)CCCS3(=O)=O)nc12

=====

--- b ---
The following is a quantum chemistry calculation of one molecule with the formula C19H27N5O4S, from OMol25.

CARTESIAN COORDINATES (ANGSTROEM)
C  -5.008  1.636  -1.646
H  -5.363  0.629  -1.856
H  -4.686  2.089  -2.580
H  -5.838  2.217  -1.251
C  -3.863  1.594  -0.639
C  -4.335  0.994  0.681
H  -4.662  -0.033  0.532
H  -3.532  0.992  1.415
H  -5.166  1.568  1.085
H  -3.506  2.614  -0.462
C  -2.694  0.776  -1.218
C  -1.504  0.837  -0.327
N  -0.776  1.947  -0.336
C  0.283  1.983  0.467
N  1.058  3.102  0.479
C  2.198  3.208  1.258
O  2.880  4.206  1.259
N  2.529  2.113  2.037
C  1.816  0.929  2.112
O  2.167  -0.009  2.805
C  0.634  0.903  1.286
C  -0.210  -0.216  1.219
N  -1.267  -0.229  0.425
S  0.131  -1.622  2.171
C  -1.188  -2.705  1.524
H  -1.194  -3.581  2.174
H  -2.140  -2.183  1.590
C  -0.952  -3.140  0.080
O  -1.849  -3.189  -0.730
N  0.322  -3.500  -0.170
H  0.999  -3.428  0.575
C  0.772  -4.010  -1.441
H  -0.068  -3.912  -2.133
H  1.028  -5.072  -1.340
C  1.994  -3.277  -2.032
C  3.111  -3.020  -1.003
C  2.874  -1.569  -0.555
H  2.550  -1.505  0.482
C  1.781  -1.062  -1.515
H  2.025  -0.101  -1.974
O  1.675  -2.007  -2.557
H  0.815  -0.966  -1.004
H  3.783  -0.978  -0.660
H  4.081  -3.112  -1.491
H  3.081  -3.730  -0.179
H  2.343  -3.875  -2.880
C  3.737  2.245  2.834
H  3.854  1.327  3.405
H  3.645  3.102  3.501
H  4.595  2.401  2.181
C  0.682  4.219  -0.365
H  -0.299  4.587  -0.069
H  1.431  4.997  -0.243
H  0.634  3.891  -1.403
H  -2.988  -0.268  -1.329
H  -2.419  1.191  -2.188

Values from the calculation:
Lowest unoccupied orbital energy = -0.00092 Ha
Net charge = 0
SMILES string = CC(C)Cc1nc(SCC(=O)NC[C@@H]2CCCO2)c2c(=O)n(C)c(=O)n(C)c2n1

=====

Verdict on stability: a comes out at the bottom.